No. 1
{
  "formula": "C48H55N4O6S2Sb2ScSe2",
  "method": "ωB97M-V/def2-TZVPD",
  "symbols": ["Sc", "O", "C", "C", "C", "O", "C", "Se", "C", "Se", "H", "H", "H", "H", "H", "H", "H", "H", "H", "H", "C", "N", "C", "C", "C", "C", "C", "N", "C", "C", "C", "C", "C", "C", "H", "H", "H", "H", "H", "H", "H", "H", "H", "H", "H", "C", "Sb", "C", "C", "H", "H", "H", "H", "H", "H", "H", "H", "H", "C", "C", "C", "C", "C", "C", "C", "Sb", "C", "C", "C", "C", "C", "C", "C", "C", "C", "C", "C", "C", "C", "C", "H", "H", "H", "H", "H", "H", "H", "H", "H", "H", "H", "H", "H", "H", "H", "H", "H", "H", "H", "H", "H", "O", "S", "N", "O", "S", "O", "N", "C", "O", "C", "C", "C", "C", "C", "C", "H", "H", "H", "H"],
  "positions_angstrom": [[-0.017430, -0.022703, -2.438400], [2.462160, -4.289696, -0.449826], [2.329547, -3.523341, -1.656027], [3.469369, -2.522263, -1.859196], [4.781009, -3.320481, -1.928805], [5.935838, -2.519240, -2.172165], [3.317506, -1.741431, -3.188258], [1.535647, -1.532570, -3.990623], [3.556076, -1.562185, -0.675799], [2.027341, -0.359399, -0.377721], [2.313308, -3.675127, 0.277215], [1.381253, -2.986746, -1.658256], [2.305936, -4.241545, -2.477565], [4.683196, -4.085697, -2.711942], [4.962697, -3.830179, -0.982353], [5.720886, -1.923955, -2.899323], [3.888990, -2.248141, -3.972164], [3.737655, -0.741496, -3.064970], [4.444824, -0.941281, -0.784348], [3.702374, -2.133257, 0.246877], [-0.940598, -2.257443, 0.039177], [-1.173938, -1.689865, -1.290866], [-1.951596, -2.359092, -2.073845], [-2.237546, -1.900056, -3.383117], [-2.975582, -2.473459, -4.417418], [-2.846502, -1.600771, -5.504063], [-2.028092, -0.551960, -5.076253], [-1.666940, -0.717038, -3.790605], [-2.084500, -2.029499, 0.992142], [-2.572271, -3.053649, 1.792472], [-3.596476, -2.818080, 2.702500], [-4.149142, -1.552503, 2.816379], [-3.664180, -0.519234, 2.021125], [-2.637012, -0.754370, 1.122228], [-0.043030, -1.779811, 0.433056], [-0.716285, -3.328154, -0.036801], [-2.385096, -3.312315, -1.756472], [-3.518609, -3.406023, -4.374083], [-3.272548, -1.711523, -6.489081], [-1.676689, 0.301970, -5.636010], [-2.135373, -4.042898, 1.712350], [-3.960295, -3.628147, 3.323851], [-4.950505, -1.367201, 3.521652], [-4.086903, 0.475643, 2.107725], [-2.243738, 0.048969, 0.506405], [-4.924966, 2.730483, -0.911604], [-3.634347, 1.347004, -1.975238], [-4.142584, 2.171513, -3.891233], [-5.171243, -0.172183, -2.010337], [-5.921907, 2.698375, -1.355044], [-4.530962, 3.744792, -0.981763], [-4.991111, 2.456442, 0.142655], [-5.204698, 2.421595, -3.902823], [-3.925137, 1.438659, -4.666693], [-3.545475, 3.062971, -4.080411], [-5.912316, 0.081126, -2.770144], [-5.651334, -0.205738, -1.030855], [-4.746763, -1.148707, -2.236099], [2.614243, -0.612753, 4.857182], [2.944243, 0.676483, 4.150218], [4.150818, 1.306137, 4.460220], [4.531720, 2.494858, 3.860012], [3.693285, 3.083505, 2.926211], [2.495434, 2.464761, 2.607140], [2.098503, 1.268104, 3.206816], [0.174612, 0.667057, 2.411945], [-0.113914, -1.313995, 3.264604], [0.828307, -2.237832, 2.798607], [0.779457, -3.577462, 3.150257], [-0.232874, -4.023181, 3.987371], [-1.191900, -3.126810, 4.427295], [-1.164379, -1.778043, 4.066410], [-2.299162, -0.905641, 4.539502], [-0.809498, 1.907696, 3.917980], [-0.279285, 2.043150, 5.199474], [-0.860830, 2.877395, 6.143196], [-1.990119, 3.607495, 5.801238], [-2.518396, 3.495381, 4.524811], [-1.944258, 2.652321, 3.572886], [-2.556432, 2.566441, 2.196968], [3.232360, -0.724129, 5.749475], [2.795265, -1.475743, 4.213131], [1.565826, -0.660562, 5.152913], [4.804049, 0.843872, 5.193339], [5.479257, 2.953406, 4.116843], [3.972056, 4.007573, 2.435173], [1.860522, 2.921442, 1.852774], [1.616638, -1.893382, 2.131885], [1.522963, -4.267954, 2.768802], [-0.290187, -5.066291, 4.275808], [-2.010006, -3.480296, 5.046919], [-3.175202, -1.520797, 4.750435], [-2.583042, -0.166914, 3.792144], [-2.037185, -0.357248, 5.447578], [0.616648, 1.492813, 5.465099], [-0.431089, 2.962871, 7.134469], [-2.455353, 4.268142, 6.523610], [-3.397098, 4.071625, 4.254628], [-3.504272, 3.105055, 2.157881], [-2.741683, 1.530064, 1.905208], [-1.891605, 2.984017, 1.435646], [-0.110260, 2.819004, -3.882956], [0.275639, 2.945028, -0.673816], [-0.218464, 1.553950, -1.095423], [2.109182, 4.641329, -7.235170], [1.969076, 3.237233, -6.907005], [2.211239, 2.328399, -8.004607], [0.611958, 2.931675, -6.126782], [0.840094, 2.555655, -4.859238], [0.073329, 1.392597, -4.269549], [2.295528, 2.509377, -4.477619], [2.880169, 2.133190, -3.280770], [4.266576, 2.116921, -3.208265], [5.045677, 2.468630, -4.309142], [4.452088, 2.843194, -5.508372], [3.071967, 2.853231, -5.561540], [2.296410, 1.845359, -2.416301], [4.739774, 1.814845, -2.281449], [6.126163, 2.441220, -4.229778], [5.043524, 3.107438, -6.375531]],
  "atomic_forces_ev_per_a": [[0.407, -0.491, 0.015], [0.044, 0.016, 0.008], [-0.009, 0.004, 0.035], [-0.013, -0.007, -0.015], [-0.004, -0.017, -0.011], [0.001, 0.002, 0.000], [0.009, -0.055, 0.048], [-0.147, 0.062, -0.035], [0.003, -0.039, 0.060], [-0.068, 0.214, -0.266], [-0.061, 0.004, -0.009], [0.000, 0.002, -0.031], [0.004, -0.016, 0.009], [0.004, 0.009, -0.006], [-0.012, 0.000, 0.003], [-0.001, -0.001, 0.000], [-0.012, -0.011, 0.000], [0.003, 0.001, -0.013], [-0.019, 0.016, -0.040], [0.034, 0.014, -0.018], [-0.016, 0.025, -0.044], [-0.011, -0.038, -0.094], [0.042, -0.033, -0.024], [-0.028, -0.009, 0.034], [-0.006, 0.037, -0.003], [-0.008, -0.013, -0.007], [-0.004, 0.038, 0.016], [0.073, -0.058, 0.017], [-0.120, -0.249, -0.069], [-0.196, 0.027, -0.483], [-0.427, 0.054, -0.437], [-0.667, -0.510, -1.040], [-0.569, -0.426, -0.601], [-0.166, -0.033, -0.059], [0.009, 0.000, -0.061], [-0.065, -0.011, 0.025], [-0.017, 0.037, 0.075], [-0.006, 0.004, 0.000], [0.000, -0.001, 0.001], [0.005, -0.002, -0.001], [0.000, 0.029, 0.004], [0.008, -0.001, 0.016], [0.003, 0.011, -0.031], [-0.167, -0.279, 0.038], [-0.029, -0.007, -0.026], [-0.004, -0.006, -0.013], [-0.073, -0.035, 0.014], [0.013, 0.006, 0.008], [-0.008, 0.025, -0.007], [-0.010, 0.025, 0.020], [0.012, -0.001, 0.000], [0.002, -0.015, -0.014], [0.002, 0.009, -0.020], [0.001, -0.015, 0.009], [0.002, -0.003, -0.007], [-0.023, -0.001, 0.022], [0.010, -0.022, 0.003], [0.027, 0.018, -0.028], [0.044, 0.016, 0.035], [-0.024, -0.002, 0.109], [0.007, -0.023, 0.009], [-0.019, 0.005, -0.013], [0.021, -0.006, 0.019], [0.017, 0.010, -0.047], [0.020, -0.093, -0.149], [-0.069, 0.119, 0.079], [0.172, -0.008, 0.142], [-0.009, -0.013, 0.050], [-0.012, 0.001, -0.078], [-0.044, 0.033, 0.090], [0.251, 0.022, 0.217], [0.146, 0.159, 0.231], [0.611, 0.421, 0.887], [0.024, -0.105, 0.113], [-0.001, -0.002, -0.025], [-0.041, 0.030, 0.013], [0.019, -0.008, 0.038], [-0.024, -0.039, -0.038], [-0.058, 0.010, -0.013], [0.129, 0.001, -0.095], [0.011, 0.006, 0.012], [0.005, 0.049, 0.059], [0.023, -0.006, -0.005], [0.005, 0.002, 0.001], [-0.001, 0.004, 0.004], [0.004, 0.003, 0.004], [0.004, -0.026, -0.008], [-0.015, 0.006, 0.012], [-0.002, -0.007, 0.000], [0.006, -0.004, 0.002], [0.013, 0.006, 0.018], [0.358, 0.259, 0.290], [0.334, -0.101, 0.569], [0.196, -0.005, 0.105], [-0.006, 0.007, 0.011], [0.000, -0.004, 0.001], [0.002, 0.001, 0.001], [0.002, 0.007, -0.002], [-0.015, 0.023, -0.010], [0.255, 0.578, 0.078], [0.012, 0.042, 0.013], [0.088, -0.049, -0.099], [-0.196, -0.019, 0.171], [0.121, 0.289, -0.155], [-0.021, -0.012, 0.010], [0.046, -0.014, -0.052], [0.005, -0.005, 0.010], [-0.012, 0.031, 0.083], [0.088, 0.090, -0.133], [-0.160, 0.024, 0.430], [-0.030, -0.019, 0.004], [0.001, 0.043, -0.013], [-0.003, 0.000, 0.001], [0.014, 0.001, -0.005], [-0.012, -0.007, 0.004], [0.005, -0.007, -0.003], [-0.033, 0.003, 0.042], [-0.002, 0.001, 0.004], [-0.001, 0.000, 0.000], [-0.002, 0.002, 0.001]],
  "orbital_gap_ev": [6.11, 6.15],
  "charge": -2,
  "de_lowest_kcal_mol": 158.7
}


No. 2
{
  "formula": "C48H56AlN4OPS",
  "method": "ωB97M-V/def2-TZVPD",
  "symbols": ["Al", "O", "C", "C", "C", "C", "C", "C", "C", "P", "C", "C", "C", "C", "C", "C", "C", "C", "C", "C", "C", "C", "H", "H", "H", "H", "H", "H", "H", "H", "H", "H", "H", "H", "H", "H", "C", "C", "C", "C", "C", "C", "C", "C", "C", "C", "C", "C", "N", "C", "C", "N", "C", "C", "C", "C", "C", "C", "C", "C", "C", "C", "C", "C", "H", "H", "H", "H", "H", "H", "H", "H", "H", "H", "H", "H", "H", "H", "H", "H", "H", "H", "H", "H", "H", "H", "H", "H", "H", "H", "H", "H", "H", "H", "H", "H", "H", "H", "H", "H", "S", "C", "N", "C", "C", "N", "H", "H", "H", "H", "H", "H"],
  "positions_angstrom": [[14.147167, 15.835607, 12.125691], [13.772787, 15.496400, 10.438872], [14.787608, 14.474201, 10.812505], [16.142421, 14.347433, 10.261961], [17.203050, 15.077217, 9.827547], [18.350416, 14.418800, 9.566447], [18.595906, 13.050486, 9.820691], [17.486166, 12.312260, 10.212097], [16.278948, 12.942266, 10.273133], [14.539128, 12.663896, 10.464501], [14.288877, 11.408819, 11.731464], [13.707010, 11.646641, 12.956464], [13.797100, 10.747238, 14.001459], [14.381674, 9.486260, 13.739381], [14.817096, 9.182114, 12.440222], [14.841849, 10.155788, 11.501004], [13.734484, 12.372907, 8.903368], [13.827603, 13.258955, 7.860663], [13.367211, 12.942238, 6.561555], [12.786767, 11.711680, 6.317079], [12.696966, 10.789342, 7.411352], [13.152489, 11.132815, 8.678245], [17.094163, 16.213515, 9.679238], [19.197564, 15.085751, 9.326756], [19.595693, 12.585462, 9.552145], [17.433726, 11.221457, 10.382054], [13.255585, 12.593016, 13.150876], [13.359747, 10.948275, 14.919933], [14.550137, 8.786821, 14.573396], [15.221325, 8.178806, 12.220312], [15.398626, 9.960409, 10.570494], [14.365052, 14.208200, 7.953633], [13.328630, 13.788147, 5.931722], [12.443800, 11.410046, 5.302915], [12.271185, 9.864649, 7.183149], [13.164341, 10.416467, 9.479078], [17.534427, 15.833682, 15.450658], [17.401997, 15.376646, 14.014461], [18.405565, 14.220502, 13.679355], [17.614607, 16.572412, 13.117622], [18.878466, 16.881534, 12.647781], [19.090033, 18.073792, 11.934299], [18.018514, 18.754751, 11.438713], [16.722546, 18.351881, 11.742280], [15.540143, 19.035959, 11.046379], [15.486024, 20.507417, 11.459279], [15.556010, 18.874898, 9.578759], [16.523915, 17.316786, 12.695235], [15.221004, 16.949000, 13.049841], [14.550863, 17.492068, 14.116198], [13.306186, 17.043291, 14.388909], [12.897700, 16.054871, 13.444752], [11.464062, 15.974905, 13.366097], [10.799258, 15.238078, 14.354556], [9.415090, 15.177974, 14.353840], [8.654778, 15.828532, 13.341580], [9.323967, 16.522870, 12.350495], [10.723306, 16.664839, 12.419631], [11.505938, 17.716666, 11.594255], [11.241324, 19.230518, 11.826503], [11.428179, 17.415534, 10.040791], [11.523447, 14.452929, 15.423722], [11.124308, 13.001979, 15.392453], [11.144337, 15.106778, 16.704692], [17.341495, 15.017446, 16.168660], [16.940595, 16.702756, 15.719284], [18.628659, 16.080975, 15.577425], [16.368929, 14.968081, 13.928308], [19.347917, 14.220783, 14.176688], [18.587726, 14.127195, 12.579860], [18.019041, 13.231273, 13.934137], [19.676267, 16.249307, 12.828988], [20.106855, 18.415766, 11.750122], [18.195812, 19.594768, 10.854166], [14.674654, 18.604800, 11.379743], [16.100518, 21.050767, 10.866345], [15.811430, 20.690393, 12.499252], [14.492089, 20.931083, 11.330063], [16.528062, 19.256779, 9.228657], [14.832011, 19.385561, 8.939742], [15.570744, 17.721744, 9.322741], [15.123775, 18.042656, 14.842084], [12.799324, 17.392569, 15.286667], [8.858462, 14.545736, 15.080299], [7.586155, 15.916399, 13.378190], [8.845770, 17.070664, 11.493355], [12.528283, 17.720442, 11.861145], [10.275544, 19.529241, 11.536661], [12.070565, 19.709541, 11.236684], [11.393952, 19.525294, 12.808599], [10.555266, 17.947421, 9.669943], [11.266517, 16.335501, 9.921688], [12.280190, 17.851999, 9.486197], [12.545643, 14.611376, 15.351602], [11.521527, 12.634295, 14.383247], [9.996492, 12.865769, 15.462706], [11.645115, 12.522713, 16.191457], [10.022856, 15.130181, 16.748822], [11.464291, 16.132009, 16.795862], [11.522391, 14.557096, 17.615746], [11.261647, 13.436472, 11.399748], [10.247285, 12.140198, 11.776436], [8.938930, 12.121792, 11.344003], [8.251690, 10.907022, 11.878570], [9.459303, 10.011697, 12.197140], [10.518880, 10.953880, 12.398416], [8.445849, 12.983655, 11.026852], [7.547156, 10.437987, 11.138034], [7.764242, 11.099826, 12.818858], [9.561846, 9.271097, 11.365458], [9.380110, 9.365766, 13.097596], [11.414526, 10.628914, 12.197480]],
  "atomic_forces_ev_per_a": [[-0.752, -0.462, 0.250], [1.450, -0.831, 0.144], [-2.072, 1.012, 0.146], [-1.321, -1.778, -0.132], [-1.317, 3.562, -0.258], [3.220, -0.131, 0.139], [0.592, 0.123, -0.759], [-0.030, -1.800, -0.458], [0.106, 0.421, 0.178], [0.598, 1.688, 1.132], [-0.257, -0.266, -0.468], [0.136, 0.735, 0.618], [1.048, -2.052, -2.135], [-0.260, 0.474, 0.373], [0.384, -1.458, 1.792], [0.742, 0.480, -1.853], [0.068, -0.811, 0.002], [0.615, 0.776, -1.103], [-0.492, -0.152, 1.994], [0.048, -0.837, 0.635], [0.590, 2.169, -0.937], [-0.135, -0.460, -0.787], [0.457, -1.886, 0.339], [-0.293, -0.693, -0.249], [-1.431, 0.678, 0.707], [0.741, 0.559, -0.251], [-0.287, 0.578, -0.047], [-0.522, 0.495, 1.631], [-0.348, 0.202, -0.602], [-0.135, 0.699, 0.163], [-0.554, 0.053, 0.255], [-0.438, -0.207, 0.341], [0.245, 0.339, -1.279], [0.172, 0.329, 0.955], [-0.547, -1.486, 0.062], [-0.359, -0.298, 0.133], [1.898, -0.420, 0.892], [-0.067, -1.042, -0.177], [-1.202, -0.497, -1.189], [0.033, -0.900, -0.231], [-1.062, 2.069, -0.379], [0.793, -1.317, 0.439], [-0.782, -0.810, 0.907], [-0.561, -0.280, 0.027], [1.415, 1.336, 1.149], [-1.556, -1.062, 1.992], [1.767, -2.340, -2.141], [-0.048, 1.299, -1.169], [0.215, -0.434, -0.958], [-0.074, 0.029, 1.434], [1.598, -0.041, -0.872], [-1.855, 0.462, 0.512], [0.333, -0.470, 0.854], [-0.357, -0.647, -0.501], [-1.414, 0.090, -0.891], [1.030, -0.079, 0.360], [0.779, 1.056, -0.771], [0.665, 1.449, -0.389], [-1.126, 0.066, -1.593], [1.449, -1.342, -1.723], [-0.361, 0.423, 1.196], [-1.949, 0.967, -0.027], [-0.194, -0.181, -2.042], [-1.485, -0.540, 2.367], [-0.134, 0.263, -0.276], [-0.120, -0.004, -0.146], [-1.010, 0.100, 0.180], [0.656, 0.382, -0.431], [0.859, 0.676, 0.438], [-0.102, 0.358, 0.743], [-0.468, 0.099, 0.226], [1.550, -1.062, 0.654], [-0.165, -0.159, -0.181], [0.117, 1.455, -1.117], [-2.203, -1.259, 1.215], [2.150, 1.831, -1.939], [-0.308, -0.292, -0.352], [-0.207, -0.072, 0.045], [-0.095, -0.161, -0.204], [-0.429, -0.090, 0.596], [-0.307, 2.236, 0.273], [0.066, 0.566, 0.036], [-0.413, -0.490, -0.434], [0.524, 0.737, -0.435], [-0.420, -0.489, 0.056], [0.053, -0.600, 1.171], [1.113, -0.824, 0.448], [-1.210, 0.577, -0.703], [-1.102, 0.023, 0.257], [0.286, 0.347, 2.105], [-0.345, -0.086, -0.210], [0.485, 0.377, -0.429], [-0.181, -0.649, 0.342], [2.101, -0.224, -0.722], [-0.934, -0.053, 1.416], [1.553, -0.013, -0.056], [0.123, -0.803, 0.607], [0.921, -0.022, 0.424], [0.256, 0.380, -0.139], [-0.328, 0.430, -0.844], [-0.288, -1.015, 0.227], [-0.808, 1.390, -1.627], [-0.280, -0.435, 0.683], [0.142, 0.058, -0.637], [-0.962, -1.738, -0.168], [-0.686, 0.905, -0.417], [0.883, -1.152, 0.639], [0.700, 0.603, 0.773], [-0.643, 0.420, 0.223], [0.638, 0.765, 0.225], [-0.461, 0.593, -0.384], [1.888, -0.488, 0.103]],
  "orbital_gap_ev": 6.29,
  "charge": 0
}